{"formula": "C10H12O2Se", "method": "ωB97M-V with the def2-TZVPD basis set", "s2": 2.01, "energy_ev": -79998.2845, "multiplicity": 3, "homo_energy_ev": [-4.3, -8.3], "elements": ["C", "H", "O", "C", "H", "C", "H", "H", "C", "H", "H", "H", "O", "C", "C", "C", "H", "H", "H", "C", "H", "H", "C", "C", "Se"], "positions_angstrom": [[1.5209, -1.8855, 1.0393], [2.1985, 1.4812, 1.0770], [-2.3474, 0.9109, -0.0315], [-0.8670, -1.5837, 1.3533], [-1.2238, -3.2706, -0.0798], [-1.9354, 2.4061, -1.8963], [0.5935, 2.3309, 1.1457], [-2.1563, 3.3875, -2.0581], [-2.1178, 1.6431, -0.8835], [0.0422, 1.2685, -2.2557], [2.5712, -1.7888, 1.2047], [-1.5418, 1.9204, -2.8219], [0.8110, 1.5622, -1.7828], [0.5229, -0.7683, 1.2764], [0.9011, 1.1552, -0.4937], [0.8591, -2.8621, 0.4104], [1.2873, -3.7687, 0.0386], [-0.8951, -2.2405, 2.2273], [-1.7236, -1.1033, 1.3494], [1.4340, 2.1237, 0.5227], [0.7171, -0.0695, 2.1214], [1.9096, 2.8901, -0.1086], [0.3499, 0.0168, -0.0630], [-0.5289, -2.4288, 0.1626], [-0.3812, -1.3268, -1.4539]], "atomic_forces_ev_per_a": [[-0.91, 0.15, -0.16], [-0.78, 1.44, -0.33], [-0.37, -0.52, 1.19], [5.49, -2.09, 0.60], [0.47, 0.83, 0.13], [1.21, -1.77, -2.67], [-0.20, 0.98, 0.56], [-0.66, 2.45, 0.35], [-0.83, -0.07, 0.20], [-0.32, -0.83, 0.06], [0.42, -0.10, 0.23], [-0.52, 0.22, 0.92], [1.68, 1.41, 0.45], [-1.52, 1.94, -0.09], [-1.43, -0.80, 0.38], [0.77, 0.22, 0.32], [0.14, -0.31, -0.29], [0.32, 0.07, 0.13], [-3.91, 2.93, -0.50], [2.23, -1.93, -1.56], [-0.08, -0.64, -0.34], [-0.22, 0.40, 1.10], [0.62, -2.32, 0.42], [-1.42, -2.81, 0.69], [-0.20, 1.17, -1.80]]}

{"formula": "C10H12O3", "method": "ωB97M-V with the def2-TZVPD basis set", "smiles": "CCCC(=O)c1c(O)cccc1O", "energy_ev": -16705.1378, "relative_energy_kj_mol": 245.5, "homo_energy_ev": -9.1, "elements": ["H", "O", "O", "H", "H", "C", "O", "H", "C", "H", "C", "C", "H", "H", "H", "C", "H", "C", "C", "C", "C", "H", "C", "H", "H"], "positions_angstrom": [[3.1808, -1.1544, 0.4903], [-1.0329, 2.4554, 0.0770], [0.0102, -2.2093, -0.2866], [3.8033, -1.1611, -1.0259], [4.8041, -0.4029, 0.2240], [-1.0094, -1.2552, -0.1364], [1.4352, -0.3319, 1.3589], [3.2122, 1.3896, 0.5808], [3.7419, -0.5105, -0.1795], [3.5072, 1.2418, -1.2497], [-3.2699, -0.4893, -0.1080], [0.8659, 0.2272, 0.4574], [-4.3620, -0.6813, -0.2891], [-3.6018, 1.6883, -0.2633], [-1.7701, 2.9954, 0.5135], [-1.4140, 1.1422, 0.0375], [1.1838, 1.6235, -1.0824], [3.0770, 0.8192, -0.3605], [-2.8298, 0.8803, -0.1152], [-2.2812, -1.5288, -0.0856], [-0.4940, 0.1131, 0.1691], [1.5049, -0.1066, -1.3653], [1.6183, 0.7137, -0.6785], [-0.0777, -2.8430, 0.4781], [-2.7138, -2.5741, -0.2065]], "atomic_forces_ev_per_a": [[0.26, 0.25, 0.50], [-0.94, 1.07, 1.24], [-1.18, -0.54, 1.30], [0.15, 0.14, -1.28], [-1.35, -0.11, -0.48], [5.06, 2.21, 1.70], [-0.65, 0.15, 1.66], [0.12, 0.13, -0.83], [1.58, -1.12, 1.46], [0.68, 0.99, 0.00], [0.77, 2.42, -0.42], [2.35, -0.65, -0.15], [1.36, -0.06, 0.47], [1.21, -0.80, 0.27], [1.57, -1.16, -1.04], [-1.79, -0.17, 0.09], [-0.04, 0.05, -0.24], [0.34, 0.15, 0.06], [-0.40, -2.29, -0.05], [-5.59, -1.67, -0.97], [-5.60, -1.85, -1.12], [-0.34, -0.29, -0.89], [1.12, 0.99, -0.19], [0.27, 0.84, -1.24], [1.04, 1.30, 0.15]]}

{"formula": "C10H12OS", "method": "ωB97M-V with the def2-TZVPD basis set", "smiles": "CC(C)=Cc1cccs1.C=C=O", "energy_ev": -23444.8241, "relative_energy_kj_mol": 196.7, "homo_energy_ev": -8.3, "elements": ["C", "H", "H", "C", "H", "H", "C", "S", "C", "C", "H", "O", "C", "C", "H", "C", "H", "H", "H", "C", "H", "C", "H", "H"], "positions_angstrom": [[-1.7870, -1.0239, 1.1523], [1.2982, 1.4716, -1.7745], [-2.1989, -1.8204, 1.7382], [2.3342, 0.2395, 0.7737], [-1.3065, -3.5878, -0.0565], [0.4208, -3.1024, -0.3428], [3.2955, -0.6317, 0.5902], [-1.9062, 1.6687, -0.2147], [0.3860, 1.7714, -1.2897], [-0.0185, 3.1498, -1.2002], [-2.5981, -0.4845, 0.7264], [4.0166, -1.4839, 0.3616], [-0.3126, -0.6177, -0.6399], [-1.2521, 3.2246, -0.6196], [0.4888, 4.0185, -1.4910], [-0.5127, 0.8646, -0.7553], [-1.1903, -0.2968, 1.6977], [2.4069, 1.3463, 0.7069], [-1.7677, 4.1538, -0.3401], [-0.7760, -1.4880, 0.2399], [-0.2527, -3.2727, 1.2407], [-0.4756, -2.9393, 0.1806], [0.3638, -1.0031, -1.4061], [1.3441, -0.1565, 0.7222]], "atomic_forces_ev_per_a": [[0.07, 0.36, 1.62], [0.23, -0.20, 0.09], [-0.06, -0.23, 0.76], [0.54, 1.46, 0.01], [-0.27, 0.05, -0.70], [0.88, -0.61, -1.13], [-1.92, 1.62, -0.01], [-0.08, 1.53, 0.25], [-0.18, 0.25, -0.19], [-1.50, -2.20, 0.81], [-0.66, 0.21, -0.57], [1.72, -1.49, -0.13], [1.19, 0.88, -1.83], [-0.43, 0.37, 0.31], [0.92, 0.79, -0.48], [0.74, -0.72, -0.25], [-0.65, 0.20, 1.20], [0.42, -1.19, 0.22], [0.07, -0.69, -0.26], [-1.00, -0.51, -2.15], [-0.05, 0.34, -0.84], [0.22, -0.03, 2.88], [0.09, 0.17, 0.18], [-0.28, -0.35, 0.21]]}

{"formula": "C10H12OSi", "method": "ωB97M-V with the def2-TZVPD basis set", "smiles": "C=C(C)C(=O)[SiH2]c1ccccc1", "energy_ev": -20486.9095, "relative_energy_kj_mol": 186.5, "homo_energy_ev": -9.1, "elements": ["H", "C", "C", "C", "C", "H", "H", "H", "H", "Si", "H", "H", "C", "C", "H", "H", "O", "H", "C", "C", "C", "H", "C", "H"], "positions_angstrom": [[4.2341, 0.2994, 1.0470], [1.1624, 0.9868, -0.2472], [3.5004, -0.2144, -0.9379], [2.2138, 1.0238, 0.6575], [2.4547, -0.1549, -1.8672], [2.0747, 1.2117, 1.7758], [0.3950, 0.4261, -2.0894], [2.5298, -0.5630, -2.8936], [-2.9369, -1.6120, 1.9863], [-0.4763, 1.3016, 0.5847], [-2.0330, -0.1514, 2.1215], [-1.1748, -1.5942, 1.8827], [3.4019, 0.3765, 0.3302], [-3.5008, -1.3061, -0.4313], [-0.2911, 0.9271, 2.0951], [-4.2108, -2.0240, 0.0736], [-1.9818, 0.7386, -1.5962], [4.3369, -0.7119, -1.4034], [1.3558, 0.5758, -1.5862], [-1.7687, 0.4422, -0.4630], [-2.4706, -0.7608, 0.2121], [-3.9341, -0.9784, -1.3758], [-2.1453, -1.0624, 1.6744], [-0.7352, 2.8240, 0.4504]], "atomic_forces_ev_per_a": [[-0.48, 0.07, -0.42], [-0.05, 0.73, 0.39], [-0.13, 0.13, -0.78], [0.34, -1.36, 1.71], [1.22, 0.44, -1.21], [-0.02, 0.26, -1.76], [0.67, 0.49, -0.76], [0.30, -0.06, 0.87], [-2.20, -1.61, 1.63], [1.16, 2.55, 0.65], [-0.23, 2.17, 1.75], [-0.89, 0.28, -0.55], [0.94, -0.28, -0.96], [-1.77, -0.66, 0.84], [-0.26, 0.35, -1.43], [1.18, 0.52, -0.38], [-0.12, 0.71, -1.51], [0.70, -0.17, 0.98], [-2.98, -0.81, 2.29], [-0.76, -2.39, 2.04], [0.13, 0.51, -0.60], [0.80, 0.16, -0.02], [2.58, -0.98, -3.09], [-0.10, -1.03, 0.33]]}

{"formula": "C10H12OSi", "method": "ωB97M-V with the def2-TZVPD basis set", "energy_ev": -20484.5760, "relative_energy_kj_mol": 411.7, "homo_energy_ev": -8.3, "elements": ["H", "Si", "H", "H", "C", "O", "H", "C", "H", "H", "H", "C", "C", "H", "C", "C", "H", "H", "C", "C", "C", "H", "H", "C"], "positions_angstrom": [[1.1000, 1.3199, -5.2202], [-0.0699, 1.4718, -0.0328], [1.0512, -3.2328, 1.5071], [-0.5511, -1.2911, 0.9821], [2.2212, -0.1161, -0.3899], [-1.5556, 1.6357, 0.5520], [-3.6834, 1.8443, 2.1788], [-2.7064, 0.9061, 0.4497], [4.1930, -1.0628, -0.4153], [-3.3398, 1.3186, -0.2735], [-2.5577, 0.4291, 2.5728], [0.4142, -1.2974, 0.6023], [0.3842, 1.4026, -3.0993], [3.1767, -3.2637, 0.4953], [0.9188, 1.4010, -4.1828], [1.2253, -2.3999, 0.7984], [-4.2042, 0.2589, 1.7899], [2.5479, 0.8090, -0.6879], [2.5784, -2.3478, 0.3708], [3.1289, -1.1474, -0.1508], [0.8993, -0.1136, 0.0078], [-2.4952, -0.1361, 0.0621], [0.6939, 2.7446, 0.2552], [-3.3699, 0.8669, 1.8283]], "atomic_forces_ev_per_a": [[0.40, 0.05, -0.33], [1.37, 0.30, -1.99], [-0.80, 0.44, -0.96], [-1.76, -0.19, 0.72], [0.34, -0.49, 1.21], [2.34, 1.12, -0.46], [0.20, 0.22, -0.06], [-0.94, -2.79, 0.96], [-0.68, -0.02, 0.11], [-0.99, 0.96, -1.10], [-1.88, 0.85, -1.30], [1.10, 0.40, -0.19], [-0.62, 0.32, 3.15], [-0.09, 0.70, 0.07], [-0.28, -0.15, -0.60], [1.95, -0.10, 0.41], [-1.70, -1.46, 0.12], [1.27, 1.96, -1.26], [0.00, 0.57, -0.09], [-1.13, -1.40, -0.23], [-0.88, -1.31, 0.60], [-0.16, 0.84, 0.60], [-0.51, -0.79, -0.24], [3.45, -0.05, 0.84]]}

{"formula": "C10H12Si", "method": "ωB97M-V with the def2-TZVPD basis set", "smiles": "C[SiH2]C1=Cc2ccccc2C1", "energy_ev": -18440.4609, "relative_energy_kj_mol": 21.1, "homo_energy_ev": -8.4, "elements": ["H", "H", "H", "H", "H", "H", "H", "C", "H", "C", "H", "C", "C", "H", "C", "H", "Si", "C", "C", "H", "C", "C", "C"], "positions_angstrom": [[-3.0495, 1.6395, -1.1038], [-0.1871, 2.4008, -0.5899], [-3.6060, -1.4204, -1.3223], [-3.3700, 1.1102, 1.2899], [0.0678, 2.1695, 1.0830], [4.6719, 0.5911, -0.3698], [2.7207, 2.2622, -0.2937], [2.1438, -1.4477, 0.1436], [-4.9321, -1.0789, -0.3169], [1.0712, -0.5643, 0.1185], [-3.5664, -1.8681, 0.3676], [0.0506, 1.5510, 0.1917], [3.4156, -0.9484, 0.0185], [1.8315, -2.5237, 0.2630], [3.6924, 0.3523, -0.2372], [-0.7337, -1.7247, 0.4853], [-2.9941, 0.5652, 0.0787], [1.3453, 0.8341, 0.0878], [2.6349, 1.2475, -0.1981], [4.2035, -1.5915, 0.0928], [-1.1181, 0.3406, 0.2085], [-0.4021, -0.7975, 0.3427], [-3.8900, -1.0988, -0.3400]], "atomic_forces_ev_per_a": [[-0.36, -1.08, 1.23], [0.62, -1.94, 0.92], [0.31, -0.17, -0.60], [-1.00, 0.95, 1.81], [-0.48, -0.27, 0.68], [2.49, 1.16, -0.46], [0.86, 2.52, -0.44], [-2.35, -1.17, 0.20], [-1.80, 0.36, 0.16], [-0.16, 1.00, 1.45], [0.06, 0.09, -0.01], [-2.42, 1.05, -1.67], [-1.06, -0.62, -0.24], [1.08, 1.03, -0.09], [-2.73, 0.27, 0.61], [-1.64, -3.68, 0.38], [1.29, -0.49, -3.07], [-0.53, -2.24, -1.38], [-0.99, -0.96, 0.65], [2.04, -1.82, 0.07], [2.25, 1.12, 0.64], [2.37, 4.12, -1.55], [2.14, 0.75, 0.69]]}

{"formula": "C10H13BrO", "method": "ωB97M-V with the def2-TZVPD basis set", "energy_ev": -82666.6859, "relative_energy_kj_mol": 166.5, "homo_energy_ev": -7.7, "elements": ["C", "H", "H", "H", "C", "H", "H", "H", "H", "H", "H", "C", "C", "H", "C", "C", "H", "H", "Br", "O", "C", "C", "C", "C", "H"], "positions_angstrom": [[0.2233, -1.2980, 0.2842], [-2.0199, -2.4742, 0.0530], [2.1436, 3.6608, -0.9296], [-1.8695, 2.6460, 1.0645], [2.0765, 2.5908, -0.5927], [-0.2028, -2.6596, -1.4492], [-0.2893, -0.9125, -1.6396], [-1.7045, 2.5323, -0.6009], [-0.2271, -3.0937, 1.0597], [1.6633, -2.7034, 1.1512], [1.9420, 1.8999, -1.5725], [0.5891, 1.0342, 0.4516], [-1.0675, -0.5561, 0.4616], [-2.8858, 1.4472, 0.0199], [1.2695, -0.2099, 0.2280], [0.5721, -2.4397, 1.2317], [0.5336, -2.0327, 2.2000], [-2.7733, -1.0397, -0.8085], [3.0845, -0.4160, -0.1304], [1.0428, 2.3056, 0.3405], [-0.4925, -1.7544, -1.0361], [-1.8969, 1.8114, 0.2109], [-0.8870, 0.7650, 0.3370], [-1.8503, -1.5289, -0.3674], [3.0262, 2.4256, 0.0331]], "atomic_forces_ev_per_a": [[1.74, 0.56, 0.05], [-1.16, -1.03, 1.27], [-0.91, -0.90, 0.61], [-0.27, -2.28, -1.14], [1.68, -1.14, -0.80], [0.31, -1.86, -0.74], [0.21, 0.52, -1.53], [0.28, -0.56, -0.30], [-0.36, -2.06, 0.24], [-1.36, -0.63, -0.58], [0.65, 1.50, 2.38], [1.00, -2.76, -2.33], [0.27, -0.47, 0.32], [-0.59, -0.29, 0.37], [-2.51, 3.03, 0.57], [1.60, 1.83, -0.83], [-0.41, 0.34, 1.56], [1.20, -1.10, -0.15], [0.30, -0.54, 0.30], [-0.98, 0.43, 0.12], [0.03, 2.25, 0.50], [0.22, 3.60, 0.63], [1.09, 0.08, 1.86], [-1.14, 1.54, -0.64], [-0.90, -0.06, -1.75]]}

{"formula": "C10H13Cl2GeIrS5Sb", "method": "ωB97M-V with the def2-TZVPD basis set", "s2": 0.86, "energy_ev": -155695.5505, "multiplicity": 2, "relative_energy_kj_mol": 218.2, "homo_energy_ev": [-1.5, -1.5], "charge": -2, "elements": ["H", "C", "H", "C", "H", "H", "C", "C", "H", "H", "S", "Sb", "S", "H", "H", "S", "C", "C", "C", "Cl", "S", "H", "Ir", "C", "C", "C", "S", "H", "H", "H", "Ge", "Cl", "H"], "positions_angstrom": [[-2.3330, -4.6385, -0.7121], [3.5634, 4.3092, -0.1146], [5.5416, 3.6934, 0.4580], [1.2639, -5.0457, 1.1949], [3.7801, 5.3682, -0.1164], [-2.2890, -4.8161, 1.0373], [-0.2739, -2.1033, 0.8720], [4.2273, 2.0270, 0.1965], [1.6268, -3.4513, -1.8018], [1.1601, -6.0734, 0.8536], [0.3528, 2.0386, -0.9801], [-2.6098, 0.3905, 2.7208], [-0.2150, 0.8533, 2.7577], [-0.0309, -3.4362, -2.3830], [0.7625, -4.9706, -2.0285], [-2.7242, 0.1700, 0.3121], [1.9256, 2.5334, -0.4894], [-1.7187, -4.9589, 0.1240], [4.5414, 3.3759, 0.2078], [2.5733, -0.0636, -0.0962], [-3.0949, -1.6100, 3.7541], [-0.7933, -2.2224, 1.8346], [-0.2131, 0.0201, 0.4446], [2.2964, 3.8923, -0.4596], [2.9512, 1.6267, -0.1373], [0.6586, -3.9354, -1.7081], [-3.8589, 2.1018, 3.6061], [1.0701, -5.0086, 2.2641], [4.9706, 1.2811, 0.4368], [2.2889, -4.7284, 1.0243], [-0.0312, -3.8628, 0.1702], [1.1410, 5.1056, -0.8870], [-1.5020, -6.0184, 0.0054]], "atomic_forces_ev_per_a": [[-0.12, 0.10, -0.11], [0.36, -0.04, 0.04], [0.09, 0.07, 0.06], [-0.43, 0.64, -0.22], [0.04, 0.03, 0.04], [-0.06, 0.06, 0.12], [-0.52, 2.39, 0.79], [0.09, -0.08, -0.03], [0.15, 0.10, 0.05], [-0.08, -0.11, -0.09], [-0.96, -0.27, 0.33], [-0.44, -0.18, 0.73], [-0.45, -0.85, -1.79], [-0.13, 0.09, -0.08], [0.00, -0.15, -0.01], [2.26, 0.06, 0.49], [0.33, -0.19, 0.05], [0.41, 0.54, 0.09], [-0.13, 0.12, -0.09], [-0.24, -0.28, 0.26], [0.25, 0.17, -0.30], [0.04, -0.11, -0.06], [-0.75, -1.62, 0.15], [0.06, -0.36, -0.01], [-0.37, 0.62, 0.00], [-0.16, 0.05, 0.44], [0.27, -0.07, -0.32], [-0.06, 0.02, 0.10], [0.04, -0.04, 0.07], [0.15, 0.10, -0.03], [0.31, -0.84, -0.61], [-0.11, 0.19, -0.04], [0.17, -0.11, -0.02]]}

{"formula": "C10H13ClI2N2OPRu", "method": "ωB97M-V with the def2-TZVPD basis set", "s2": 8.78, "energy_ev": -56184.2172, "multiplicity": 6, "homo_energy_ev": [-15.3, -16.4], "charge": 2, "elements": ["Ru", "C", "H", "C", "O", "H", "H", "H", "C", "N", "C", "C", "Cl", "C", "H", "C", "P", "H", "C", "H", "H", "I", "C", "H", "H", "C", "N", "I", "H", "H", "H"], "positions_angstrom": [[-0.4222, 0.1015, -0.2033], [2.0550, 1.4406, -1.0636], [-1.9395, -3.2000, -0.0328], [-3.5591, 0.2687, 0.1504], [0.2670, -2.1853, -1.9963], [-2.7501, -2.3511, -1.3422], [-3.2332, -1.6871, 2.5963], [1.2278, 1.8580, -1.6299], [-2.2483, -1.3353, 2.2486], [6.9287, 1.8776, -0.3646], [3.9508, 0.3973, 0.6471], [5.7852, 1.6818, -0.3689], [-0.9226, 1.7556, 1.4495], [-2.7254, -2.4782, -0.2583], [2.1986, -0.6152, 1.4741], [3.3831, 1.8803, -1.1936], [-2.2511, -0.9038, 0.4911], [-3.5525, 0.5231, -0.9193], [-0.1289, -1.2679, -1.3812], [-1.9259, -0.4583, 2.8158], [3.6146, 2.6040, -1.9730], [-1.3999, 1.2559, -3.0342], [4.3564, 1.3392, -0.3154], [-3.6894, -2.8816, 0.0787], [-3.3028, 1.1923, 0.6843], [2.6039, 0.0260, 0.7043], [1.7149, 0.4659, -0.2144], [-2.6862, 3.0120, -1.2459], [4.6764, -0.0693, 1.3536], [-1.4978, -2.1171, 2.3834], [-4.5279, -0.1297, 0.4598]], "atomic_forces_ev_per_a": [[1.13, 4.23, 1.45], [1.23, 0.03, -0.26], [-0.05, -0.13, 0.03], [-0.04, 0.53, -0.17], [-2.00, 3.99, 2.55], [-0.16, -0.15, -0.05], [0.31, 0.13, -0.34], [0.39, 0.04, -0.33], [0.50, 0.61, 0.20], [-1.53, -0.19, -0.04], [-0.20, -0.35, 0.48], [0.24, 0.04, -0.09], [0.52, -0.44, -1.07], [0.33, 0.07, -0.64], [0.25, -0.25, -0.03], [-0.34, -0.36, 0.48], [-2.97, -2.35, 1.46], [-0.32, -0.52, 0.37], [2.86, -6.23, -4.76], [-0.21, -0.20, 0.14], [0.11, -0.07, 0.37], [1.18, -1.65, -0.74], [0.14, -0.11, -0.34], [0.24, 0.36, 0.10], [-0.50, -0.46, 0.14], [0.47, 0.17, -0.71], [-0.15, 0.51, 1.25], [-0.68, 2.24, 1.10], [-0.70, 0.63, -0.64], [-0.13, -0.09, 0.11], [0.05, -0.02, -0.02]]}